# 1
A cluster of 4 separate species, C44H54B2N4O15 in total in a non-equilibrium geometry. Source: the Open Molecules 2025 dataset; level of theory: ωB97M-V/def2-TZVPD.

```
! RIJCOSX wB97M-V def2-TZVPD def2/J DEFGRID3
* xyz 0 1
C -1.537 -1.809 1.952
C -2.612 -1.771 3.145
C -2.791 -0.219 3.591
C -1.444 0.180 4.387
C -0.903 1.656 4.051
C -0.043 1.752 2.715
C 1.428 1.199 2.796
C 2.046 0.553 4.121
C 3.065 1.526 4.899
O 3.770 1.051 5.824
O 3.113 2.900 4.533
C 2.369 1.218 1.541
C 3.863 0.632 1.561
O 3.850 -0.512 0.644
C 3.397 -1.707 1.336
C 3.986 -3.066 0.664
C 2.849 -3.803 -0.237
C 1.817 1.794 0.217
C 0.350 2.356 0.129
C -0.578 2.336 1.360
B -2.107 2.858 1.296
O -2.755 3.723 2.246
O -2.930 2.370 0.196
C -3.825 3.454 -0.233
C -0.088 2.899 -1.326
O -0.814 3.899 -1.511
C 0.541 2.056 -2.554
C -0.394 1.831 -3.823
C -1.419 0.653 -3.461
O -2.669 1.303 -3.033
C 1.860 1.528 -2.478
B 2.576 0.630 -3.618
O 3.364 -0.513 -3.134
N 2.546 0.867 -5.082
C 2.742 2.307 -5.453
C 3.492 -0.011 -5.834
C 2.708 1.804 -1.131
O 3.937 2.041 -1.160
H -2.069 -1.386 1.019
H -0.625 -1.142 2.126
H -1.153 -2.872 1.799
H -2.161 -2.306 4.066
H -3.598 -2.294 2.914
H -3.657 -0.195 4.346
H -3.010 0.477 2.712
H -0.588 -0.580 4.235
H -1.673 0.146 5.518
H -1.782 2.377 4.112
H -0.190 1.948 4.915
H 1.248 0.262 4.902
H 2.590 -0.429 3.869
H 4.023 3.242 4.720
H 4.633 1.375 1.129
H 4.234 0.362 2.604
H 3.763 -1.722 2.430
H 2.243 -1.794 1.287
H 4.877 -2.848 -0.022
H 4.238 -3.783 1.516
H 1.949 -3.113 -0.418
H 3.268 -4.112 -1.252
H 2.467 -4.737 0.310
H -2.221 4.535 2.380
H -4.741 3.551 0.458
H -3.229 4.439 -0.210
H -4.212 3.308 -1.294
H 0.151 1.715 -4.812
H -1.033 2.791 -3.925
H -1.027 0.123 -2.514
H -1.626 -0.056 -4.327
H -3.399 0.641 -3.024
H 4.289 -0.154 -3.153
H 1.847 2.604 -6.120
H 3.689 2.369 -6.095
H 2.885 2.994 -4.557
H 4.577 0.366 -5.691
H 3.278 0.119 -6.965
H 3.374 -1.124 -5.624
O -3.737 -2.776 -4.065
N -4.502 -2.330 -3.223
O -5.101 -1.267 -3.327
C -4.713 -3.116 -2.007
C -4.022 -4.314 -1.834
C -4.207 -5.046 -0.666
C -5.079 -4.584 0.315
C -5.775 -3.392 0.132
C -5.594 -2.652 -1.032
H -3.339 -4.685 -2.591
H -3.669 -5.976 -0.518
H -5.217 -5.155 1.228
H -6.456 -3.038 0.899
H -6.139 -1.724 -1.161
O -0.902 3.365 -6.990
N -1.800 2.567 -6.759
O -1.627 1.442 -6.316
C -3.175 2.988 -7.034
C -3.414 4.250 -7.574
C -4.720 4.635 -7.855
C -5.775 3.766 -7.594
C -5.530 2.510 -7.045
C -4.227 2.115 -6.763
H -2.600 4.936 -7.782
H -4.916 5.613 -8.282
H -6.793 4.068 -7.821
H -6.357 1.838 -6.841
H -4.050 1.133 -6.338
O 5.952 -5.767 8.052
N 6.123 -4.855 7.256
O 6.884 -4.905 6.301
C 5.367 -3.617 7.463
C 4.517 -3.506 8.561
C 3.819 -2.320 8.766
C 3.971 -1.259 7.878
C 4.814 -1.379 6.778
C 5.517 -2.561 6.566
H 4.390 -4.325 9.260
H 3.159 -2.221 9.622
H 3.429 -0.332 8.044
H 4.925 -0.552 6.090
H 6.174 -2.641 5.706
*
```

## Properties
structure (SMILES) = CCCCCc1c(CC(=O)O)c(COCCC)c2c(c1B(O)OC)C(=O)C(CCO)=C(B(O)N(C)C)C2=O.O=[N+]([O-])c1ccccc1.O=[N+]([O-])c1ccccc1.O=[N+]([O-])c1ccccc1
gap between HOMO and LUMO = 7.9355 eV
E_LUMO = -0.840 eV
max |F| = 4.7 eV Å⁻¹

These are the Mulliken partial charges, in e, on atoms 1 to 5: atom 1 (C): -0.13, atom 2 (C): -0.72, atom 3 (C): -0.14, atom 4 (C): -0.64, atom 5 (C): -1.26

# 2
A structure of composition C32H29ClCoN3O2Sb. Source: the Open Molecules 2025 dataset; level of theory: ωB97M-V/def2-TZVPD.

```
! RIJCOSX wB97M-V def2-TZVPD def2/J DEFGRID3
* xyz 0 4
Co 0.596 0.024 -0.532
C 1.193 0.623 -4.127
C 0.752 -0.766 -3.771
C 0.346 -1.653 -4.766
C -0.036 -2.931 -4.418
C 0.044 -3.317 -3.087
C 0.465 -2.391 -2.148
N 0.778 -1.128 -2.486
Sb 0.857 -3.233 -0.169
C 0.544 -1.948 1.579
C 0.363 -2.618 2.779
C 0.279 -1.886 3.954
C 0.386 -0.511 3.899
C 0.551 0.110 2.666
C 0.662 1.599 2.546
N 0.619 -0.605 1.539
C 2.788 -2.160 -0.309
C 4.020 -2.794 -0.262
C 5.182 -2.039 -0.309
C 5.077 -0.664 -0.388
C 3.817 -0.077 -0.427
C 3.670 1.414 -0.508
N 2.702 -0.816 -0.402
H 1.765 0.611 -5.055
H 1.803 1.045 -3.331
H 0.333 1.279 -4.272
H 0.332 -1.326 -5.797
H -0.371 -3.629 -5.175
H -0.219 -4.321 -2.780
H 0.269 -3.696 2.787
H 0.126 -2.385 4.902
H 0.329 0.091 4.796
H -0.073 2.100 3.176
H 0.500 1.907 1.516
H 1.655 1.931 2.860
H 4.065 -3.873 -0.186
H 6.154 -2.514 -0.274
H 5.958 -0.037 -0.410
H 4.529 1.914 -0.061
H 2.763 1.739 -0.002
H 3.597 1.735 -1.550
O -1.678 -3.004 0.037
C -1.892 -1.768 0.088
O -1.195 -0.930 -0.555
C -2.961 -1.258 1.000
C -2.913 0.053 1.458
C -3.879 0.519 2.337
C -4.907 -0.321 2.743
C -4.961 -1.630 2.281
C -3.983 -2.102 1.419
H -2.119 0.704 1.114
H -3.837 1.542 2.689
H -5.671 0.046 3.418
H -5.764 -2.283 2.598
H -3.995 -3.125 1.066
Cl -2.803 1.655 -1.950
C -2.158 2.818 -0.821
C -3.059 3.661 -0.189
C -2.606 4.629 0.693
C -1.240 4.748 0.914
C -0.358 3.894 0.276
C -0.777 2.882 -0.603
C 0.192 1.974 -1.236
H -4.114 3.551 -0.398
H -3.309 5.290 1.182
H -0.859 5.514 1.578
H 0.708 4.006 0.448
H 1.149 2.481 -1.377
H -0.180 1.650 -2.207
*
```

## Properties
relative energy (zero: lowest compared OMol25 entry of this formula, charge and spin) = 2.90 kcal per mole
gap between HOMO and LUMO (alpha / beta) = 7.2972 / 7.6564 eV
E_LUMO (alpha / beta) = 0.316 / 0.296 eV
expectation value of S² = 3.759
max |F| = 0.6 eV Å⁻¹

These are the Mulliken partial charges, in e, on atoms 1 to 5: atom 1 (Co): 1.06, atom 2 (C): -1.47, atom 3 (C): 0.77, atom 4 (C): -0.91, atom 5 (C): -0.57

# 3
A structure of composition C14H14NO5Pb in a non-equilibrium geometry. Source: the Open Molecules 2025 dataset; level of theory: ωB97M-V/def2-TZVPD.

```
! RIJCOSX wB97M-V def2-TZVPD def2/J DEFGRID3
* xyz 1 1
O 3.932 -3.166 -5.848
C 3.124 -2.799 -5.141
Pb 1.652 -1.058 -1.017
O 0.407 -1.835 -3.629
C 0.853 -1.529 -2.617
C 2.819 -0.710 0.374
O 3.586 -0.511 1.204
C 2.057 0.595 -1.737
O 2.355 1.599 -2.208
C 1.615 -2.835 -0.506
O 1.640 -3.946 -0.218
H 2.970 -1.496 -1.764
C -1.370 3.025 -1.008
N -1.097 2.136 0.129
C -1.808 2.639 1.325
C -1.451 0.740 -0.239
C -1.047 -0.228 0.830
C -1.859 -0.354 1.985
C -1.489 -1.170 3.051
C -0.300 -1.871 2.993
C 0.496 -1.777 1.862
C 0.146 -0.977 0.729
H -2.454 3.021 -1.257
H -0.792 2.701 -1.899
H -1.058 4.064 -0.771
H -0.065 2.181 0.325
H -2.908 2.519 1.219
H -1.457 2.130 2.246
H -1.581 3.714 1.496
H -2.535 0.624 -0.465
H -0.906 0.472 -1.169
H -2.785 0.196 2.073
H -2.111 -1.247 3.934
H 0.008 -2.496 3.823
H 1.411 -2.351 1.896
*
```

## Properties
gap between HOMO and LUMO (alpha / beta) = 5.8616 / 6.2923 eV
E_LUMO (alpha / beta) = -3.423 / -3.307 eV
max |F| = 16.5 eV Å⁻¹

These are the Mulliken partial charges, in e, on atoms 1 to 5: atom 1 (O): -0.16, atom 2 (C): 0.14, atom 3 (Pb): 4.32, atom 4 (O): -0.25, atom 5 (C): -0.56

# 4
A structure of composition C3H3CuFO3 in a non-equilibrium geometry. Source: the Open Molecules 2025 dataset; level of theory: ωB97M-V/def2-TZVPD.

```
! RIJCOSX wB97M-V def2-TZVPD def2/J DEFGRID3
* xyz 0 2
C -1.164 0.795 0.013
C -1.025 -0.446 -0.773
F -1.925 0.669 1.131
H -0.971 1.807 -0.348
H -0.558 -0.238 -1.742
H -1.901 -1.100 -0.726
O 0.122 -1.352 0.086
C 1.140 -0.618 0.499
O 2.288 -1.104 0.591
O 0.968 0.674 0.401
Cu 3.026 0.913 0.867
*
```

## Properties
relative energy (zero: lowest compared OMol25 entry of this formula, charge and spin) = 4.74 kcal per mole
gap between HOMO and LUMO (alpha / beta) = 5.9330 / 7.9461 eV
E_LUMO (alpha / beta) = -1.193 / -1.270 eV
expectation value of S² = 0.756
max |F| = 3.7 eV Å⁻¹

These are the Mulliken partial charges, in e, on atoms 1 to 5: atom 1 (C): 0.07, atom 2 (C): -0.33, atom 3 (F): -0.25, atom 4 (H): 0.36, atom 5 (H): 0.25

> Which of these has the lowest max |F|?

C32H29ClCoN3O2Sb

> Which formula does entry 3 have?

C14H14NO5Pb